DFT (the ωB97M-V functional and the def2-TZVPD basis) results for 7 unconnected molecules or ions with the total composition C42H105N7O14 at a distorted geometry.

Structure (XYZ):
```
168
Properties=species:S:1:pos:R:3
C 5.517 9.392 -2.187
O 5.962 8.036 -2.439
C 5.821 7.584 -3.746
C 7.095 7.973 -4.598
N 8.163 6.994 -4.278
C 9.378 7.319 -5.049
C 10.407 6.111 -4.960
O 10.628 5.828 -3.515
C 10.986 4.569 -3.192
H 5.511 10.165 -2.955
H 6.176 9.626 -1.351
H 4.534 9.551 -1.743
H 4.817 7.832 -4.090
H 5.721 6.503 -3.639
H 7.469 8.974 -4.381
H 6.808 7.812 -5.637
H 8.311 7.037 -3.279
H 9.873 8.267 -4.837
H 9.004 7.410 -6.069
H 11.310 6.237 -5.558
H 9.889 5.287 -5.452
H 12.013 4.449 -3.539
H 10.309 3.884 -3.702
H 10.910 4.559 -2.105
C -8.988 11.812 -4.250
O -10.403 11.737 -3.756
C -11.408 11.847 -4.752
C -11.585 13.276 -5.514
N -12.496 13.208 -6.628
C -12.818 14.553 -7.249
C -11.730 15.033 -8.236
O -11.789 14.599 -9.585
C -10.682 15.169 -10.307
H -8.755 12.786 -4.680
H -8.610 11.131 -5.012
H -8.316 11.632 -3.411
H -12.172 11.554 -4.031
H -11.559 11.006 -5.429
H -10.620 13.646 -5.859
H -11.894 13.938 -4.706
H -12.192 12.644 -7.409
H -12.879 15.375 -6.536
H -13.733 14.514 -7.841
H -10.781 14.805 -7.751
H -11.763 16.122 -8.228
H -10.764 14.942 -11.370
H -9.794 14.719 -9.864
H -10.513 16.231 -10.127
C 1.681 -14.092 7.398
O 3.052 -13.841 7.477
C 3.894 -14.563 6.531
C 5.280 -13.976 6.929
N 5.292 -12.604 6.801
C 5.251 -12.212 5.412
C 5.030 -10.685 5.354
O 3.748 -10.262 5.905
C 3.634 -8.802 5.894
H 1.106 -13.614 8.191
H 1.577 -15.167 7.540
H 1.237 -13.763 6.458
H 3.567 -14.458 5.496
H 3.832 -15.609 6.833
H 6.125 -14.480 6.460
H 5.498 -14.170 7.979
H 4.472 -12.218 7.247
H 4.688 -12.827 4.710
H 6.251 -12.425 5.033
H 5.188 -10.095 4.451
H 5.758 -10.175 5.984
H 3.562 -8.395 4.886
H 4.524 -8.336 6.317
H 2.861 -8.522 6.609
C 0.606 -1.745 0.925
O 0.476 -0.475 0.300
C 0.507 -0.282 -1.120
C 0.925 1.234 -1.349
N -0.229 2.116 -1.128
C 0.194 3.608 -0.943
C -0.981 4.487 -0.492
O -0.588 5.908 -0.320
C -1.635 6.849 -0.466
H 1.635 -2.056 1.103
H 0.113 -2.573 0.415
H 0.240 -1.695 1.950
H -0.505 -0.507 -1.456
H 1.168 -1.007 -1.595
H 1.309 1.540 -2.322
H 1.821 1.389 -0.748
H -0.600 1.754 -0.260
H 0.711 3.931 -1.846
H 0.881 3.643 -0.097
H -1.444 4.075 0.405
H -1.699 4.342 -1.299
H -2.004 6.890 -1.490
H -1.327 7.890 -0.366
H -2.438 6.628 0.238
C 0.603 -10.844 -0.702
O 0.138 -11.514 0.455
C 1.217 -12.186 1.199
C 1.100 -13.697 1.107
N 1.937 -14.109 -0.085
C 2.313 -15.529 -0.011
C 3.312 -15.913 -1.108
O 2.673 -15.915 -2.371
C 1.595 -16.827 -2.526
H -0.119 -10.360 -1.360
H 1.089 -11.680 -1.205
H 1.364 -10.102 -0.461
H 1.083 -11.885 2.238
H 2.147 -11.645 1.024
H 0.046 -13.922 0.938
H 1.421 -14.240 1.997
H 1.300 -13.966 -0.855
H 1.383 -16.094 0.046
H 2.886 -15.691 0.902
H 3.935 -16.783 -0.897
H 4.084 -15.152 -1.228
H 1.575 -17.137 -3.571
H 0.644 -16.331 -2.330
H 1.597 -17.850 -2.152
C -10.117 1.459 3.526
O -9.747 1.361 2.181
C -8.827 0.249 1.973
C -7.785 0.567 0.894
N -8.276 0.403 -0.408
C -7.357 0.597 -1.513
C -6.822 1.985 -1.584
O -7.803 2.982 -1.697
C -7.435 4.315 -1.607
H -9.248 1.487 4.182
H -10.596 0.606 4.007
H -10.723 2.327 3.787
H -9.348 -0.669 1.702
H -8.234 -0.030 2.845
H -6.938 -0.088 1.101
H -7.617 1.634 1.040
H -8.886 1.167 -0.659
H -7.840 0.415 -2.473
H -6.569 -0.156 -1.482
H -6.114 1.988 -2.412
H -6.226 2.095 -0.678
H -6.569 4.518 -2.237
H -7.172 4.620 -0.594
H -8.257 5.015 -1.756
C 7.772 -0.769 6.480
O 6.525 -0.340 5.986
C 6.318 -0.608 4.604
C 5.185 0.159 3.950
N 5.401 1.588 3.666
C 4.077 2.268 3.797
C 4.227 3.715 4.112
O 4.526 3.940 5.500
C 4.639 5.328 5.952
H 7.695 -0.328 7.474
H 8.591 -0.192 6.051
H 7.996 -1.835 6.442
H 6.244 -1.688 4.478
H 7.190 -0.362 3.998
H 4.308 0.079 4.591
H 4.889 -0.234 2.978
H 5.912 1.863 4.492
H 3.551 1.894 4.675
H 3.516 2.231 2.863
H 3.318 4.220 3.787
H 4.969 4.202 3.480
H 3.614 5.659 6.120
H 5.089 6.044 5.265
H 5.024 5.358 6.971
```

## Properties
- SMILES: COCCNCCOC.COCCNCCOC.COCCNCCOC.COCCNCCOC.COCCNCCOC.COCCNCCOC.COCCNCCOC
- F_max: 4.9 eV/A
- HOMO-LUMO gap: 9.2 eV
- LUMO: 0.59 eV
- Total charge: 0